Record 1
Density functional theory data (wB97M-V/def2-TZVPD) for a structure of composition C21H26F5N9OPPdS.

Positions of all 65 atoms, in Å:
Pd  -0.35425  0.12249  0.90926
N  2.86343  1.26400  3.94047
C  1.95495  1.02421  3.01653
S  1.70863  -0.51263  2.36296
N  1.26673  2.19871  2.67384
N  0.32029  2.02299  1.80473
C  -0.36555  3.10083  1.46777
C  -1.43901  2.98692  0.51781
C  -2.15464  4.11838  0.14015
C  -3.17997  3.98796  -0.79043
C  -3.44169  2.73600  -1.30955
C  -2.67995  1.64398  -0.87718
N  -1.71243  1.75351  0.01480
H  3.43979  0.52111  4.30802
H  2.98514  2.20242  4.29857
H  -0.11570  4.05728  1.91821
H  -1.91033  5.08080  0.57062
H  -3.75585  4.84984  -1.09895
H  -4.22539  2.58415  -2.03896
H  -2.86656  0.65076  -1.26883
C  4.21855  -0.41312  -2.19833
N  3.09411  -1.45607  -2.36805
C  2.37604  -1.16253  -3.70114
N  1.90256  0.17429  -3.72878
C  3.00768  1.11650  -3.54778
N  3.69117  0.90183  -2.27174
C  2.86813  1.26528  -1.12025
P  1.32665  0.23752  -1.04029
C  2.13640  -1.42007  -1.21265
C  0.79538  0.41940  -2.80442
H  4.92340  -0.59638  -3.00897
H  4.69502  -0.61052  -1.23889
H  3.51812  -2.38454  -2.42238
H  1.56536  -1.88455  -3.79110
H  3.11515  -1.33091  -4.48405
H  2.62761  2.13531  -3.58927
H  3.72379  0.98216  -4.35869
H  2.59847  2.32055  -1.19201
H  3.43944  1.13661  -0.19832
H  1.36461  -2.17518  -1.36758
H  2.68838  -1.66245  -0.30353
H  0.41194  1.42815  -2.96765
H  -0.02055  -0.27909  -3.00116
F  -2.41587  1.70215  3.11354
C  -2.23174  0.42667  3.48420
C  -1.51675  -0.43731  2.67865
C  -1.40123  -1.78342  3.16925
F  -0.73626  -2.64419  2.43118
C  -1.93414  -2.24533  4.35565
F  -1.79981  -3.48939  4.75571
C  -2.62686  -1.32884  5.13032
F  -3.14776  -1.66497  6.26196
C  -2.78300  0.03553  4.68477
F  -3.44424  0.84313  5.45183
C  -1.05598  -4.02046  -1.77757
N  -2.20132  -3.40317  -1.13044
C  -2.12065  -2.22721  -0.50237
N  -3.23651  -1.75569  0.10250
O  -1.04623  -1.57257  -0.49555
H  -1.38752  -4.93265  -2.26441
H  -0.28553  -4.27532  -1.04937
H  -0.64532  -3.35675  -2.53904
H  -3.07616  -3.90106  -1.13792
H  -4.11123  -2.25222  0.09458
H  -3.20095  -0.85281  0.53973

Calculated values
**<S²>**: 6.06
**LUMO energy (spin up / spin down)**: -8.904 / -11.441 eV
**DFT total energy**: -74820.3993 eV
**Spin multiplicity**: 5
**Gap between HOMO and LUMO (spin up / spin down)**: 6.87 / 5.54 eV
**Net charge**: +3
**ΔE to the lowest compared entry with this formula, charge and spin**: 3.5 kJ/mol
**Largest force on an atom**: 0.0093 hartree/bohr

=====

Record 2
Density functional theory data (wB97M-V/def2-TZVPD) for the ion C6H10O with charge +1 at a distorted geometry.

Positions of all 17 atoms, in Å:
O  -1.21925  -1.14045  0.03474
C  -1.25098  -0.99879  -1.16199
C  -0.60456  0.07332  -1.93643
C  -0.30479  1.25965  -0.99751
C  -0.08739  0.75395  0.41067
C  1.10436  0.28668  0.93109
C  1.10855  -0.48232  2.18452
H  -1.57808  -1.89861  -1.71118
H  -1.11875  0.40591  -2.82255
H  0.20143  -0.64041  -1.53561
H  -1.02925  2.05473  -0.88188
H  0.61656  1.73254  -1.33088
H  -0.97068  0.71553  1.04062
H  1.98860  0.15037  0.31267
H  1.73141  -0.12282  2.99638
H  0.09141  -0.62926  2.57131
H  1.32141  -1.52002  1.89604

Calculated values
**<S²>**: 0.76
**LUMO energy (spin up / spin down)**: -3.701 / -7.554 eV
**DFT total energy**: -8420.3334 eV
**Spin multiplicity**: 2
**Gap between HOMO and LUMO (spin up / spin down)**: 10.83 / 7.44 eV
**Net charge**: +1
**ΔE to the lowest compared entry with this formula, charge and spin**: 272.1 kJ/mol
**Largest force on an atom**: 0.0755 hartree/bohr

=====

Record 3
Density functional theory data (wB97M-V/def2-TZVPD) for a cluster of 2 separate species, C5H12NO in total at a distorted geometry.

Positions of all 19 atoms, in Å:
C  0.89147  -1.16419  2.20776
C  -0.15697  -0.23124  1.57539
C  0.19601  0.09820  0.14380
C  1.22493  0.84876  -0.20653
C  -0.46777  -0.58716  -2.09746
N  -0.49443  -0.74349  -0.83497
H  1.96230  -1.01131  2.02646
H  0.87331  -1.03015  3.28365
H  0.75944  -2.16584  1.79829
H  -1.05614  -0.85139  1.58285
H  -0.35455  0.70598  2.08584
H  1.81376  1.22593  0.61974
H  1.45566  1.32058  -1.14831
H  -0.80540  -1.35668  -2.78358
H  -0.15253  0.30310  -2.61727
H  -0.90393  -1.59933  -0.47376
H  -2.20714  1.55089  -1.84509
H  -1.23364  2.81164  -1.74976
O  -1.34439  1.87569  -1.56705

Calculated values
**LUMO energy**: -5.094 eV
**DFT total energy**: -8908.7319 eV
**Spin multiplicity**: 1
**Gap between HOMO and LUMO**: 8.84 eV
**Net charge**: +1
**ΔE to the lowest compared entry with this formula, charge and spin**: 183.1 kJ/mol
**Largest force on an atom**: 0.0242 hartree/bohr

=====

Record 4
Density functional theory data (wB97M-V/def2-TZVPD) for a structure of composition C32H27Cl4N5O2PSV at a distorted geometry.

Positions of all 73 atoms, in Å:
V  -0.36437  0.78350  -0.24684
Cl  -0.55485  1.05220  2.47944
C  0.17501  1.71668  3.93554
C  -0.31747  1.12434  5.08688
C  0.16356  1.48986  6.32833
C  1.14802  2.45843  6.40350
C  1.61280  3.06833  5.24917
Cl  2.82209  4.30439  5.46552
C  1.15082  2.75117  3.93512
S  1.73498  3.56912  2.52920
H  -1.09048  0.36769  4.99927
H  -0.23466  1.02887  7.22479
H  1.56476  2.75601  7.35774
O  -4.34470  -0.27581  0.44030
C  -3.18518  -0.24970  0.04628
O  -2.38570  0.78060  0.03772
C  -2.55932  -1.52996  -0.52360
P  -0.78370  -1.54837  -0.06866
C  -0.80203  -2.16641  1.65674
C  -1.95172  -2.16697  2.44058
C  -1.89445  -2.58210  3.76860
C  -0.69274  -2.99099  4.32503
C  0.46735  -2.96458  3.55662
C  0.41201  -2.54343  2.23595
C  -0.22515  -3.03087  -1.01796
C  -0.02179  -2.85588  -2.39116
C  0.34102  -3.92516  -3.20042
C  0.49437  -5.19225  -2.65329
C  0.27403  -5.38322  -1.29568
C  -0.08068  -4.31054  -0.48046
H  -2.59488  -1.45190  -1.60974
H  -3.08950  -2.41955  -0.20398
H  -2.89779  -1.83197  2.02731
H  -2.79788  -2.58387  4.36780
H  -0.65414  -3.32156  5.35668
H  1.41369  -3.27094  3.98872
H  1.31857  -2.51306  1.63983
H  -0.14929  -1.87177  -2.82524
H  0.50745  -3.76227  -4.25972
H  0.77533  -6.02922  -3.28359
H  0.37800  -6.37207  -0.86120
H  -0.24570  -4.48080  0.57568
Cl  3.75086  2.24501  -1.00962
C  3.46944  1.40915  0.52400
Cl  2.03060  0.33272  0.49683
H  3.26944  2.15526  1.28244
H  4.32169  0.78070  0.73445
N  -1.73062  5.67135  0.60783
N  -1.04381  4.64877  -0.01185
N  -0.16420  4.87155  -0.96975
C  0.26544  3.64337  -1.19711
N  -0.34168  2.75525  -0.39221
N  -1.18649  3.43161  0.36153
H  -2.06840  6.30479  -0.09903
H  -2.46677  5.25688  1.15803
H  1.00404  3.39135  -1.94007
C  2.58854  0.07917  -5.31062
C  2.81489  -0.25984  -3.95604
C  1.82492  -0.09115  -3.02944
C  0.54841  0.44665  -3.35854
C  -0.45814  0.71102  -2.34109
C  -1.68057  1.13985  -2.85492
C  -1.95882  1.29003  -4.23768
C  -0.98314  1.09075  -5.16940
C  0.30805  0.69461  -4.74660
C  1.35596  0.52555  -5.69272
H  3.38146  -0.04252  -6.04068
H  3.78260  -0.64991  -3.65427
H  1.99929  -0.39582  -2.00937
H  -2.48484  1.37888  -2.16705
H  -2.95788  1.58024  -4.55104
H  -1.18361  1.21396  -6.22976
H  1.15759  0.76480  -6.73301

Calculated values
**<S²>**: 3.77
**LUMO energy (spin up / spin down)**: 2.465 / 2.462 eV
**DFT total energy**: -141070.7828 eV
**Spin multiplicity**: 4
**Gap between HOMO and LUMO (spin up / spin down)**: 6.65 / 6.65 eV
**Net charge**: -1
**ΔE to the lowest compared entry with this formula, charge and spin**: 125.0 kJ/mol
**Largest force on an atom**: 0.0366 hartree/bohr